Entry 1:
{"formula": "CN4O3S2", "method": "wB97M-V/def2-TZVPD", "energy_ev": -34808.0642, "total_charge": -2, "orbital_gap_ev": [7.23, 4.70], "largest_force_ev_per_a": 2.7, "species": ["C", "N", "N", "N", "N", "O", "O", "O", "S", "S"], "xyz": [[2.209, 0.420, 0.346], [0.705, -0.665, -0.808], [2.856, -0.535, -0.431], [1.885, -1.175, -1.114], [0.862, 0.274, 0.147], [-3.352, 1.352, 0.370], [-3.130, -0.593, -1.173], [-2.398, -0.764, 1.213], [2.954, 1.586, 1.395], [-2.589, 0.100, 0.053]], "lowdin_charge": [-0.993, -0.095, -0.093, -0.146, -0.052, -0.519, -0.518, -0.480, 0.435, 0.461]}

Entry 2:
{"formula": "C5H9NO", "method": "wB97M-V/def2-TZVPD", "energy_ev": -8867.2455, "orbital_gap_ev": 9.99, "largest_force_ev_per_a": 2.7, "smiles": "[H]/N=C\\C(C)(C)C=O", "species": ["C", "C", "C", "C", "C", "O", "N", "H", "H", "H", "H", "H", "H", "H", "H", "H"], "xyz": [[-1.118, 0.287, -0.887], [-0.548, -1.041, 1.207], [-0.016, -0.214, 0.043], [1.058, -0.921, -0.710], [0.886, 1.079, 0.503], [1.574, -0.402, -1.682], [0.927, 2.224, 0.022], [0.542, 2.363, -0.908], [1.566, -1.745, -0.176], [1.378, 0.893, 1.452], [-1.734, -0.553, -1.204], [-0.700, 0.751, -1.776], [-1.744, 1.018, -0.380], [0.256, -1.345, 1.874], [-1.049, -1.935, 0.843], [-1.274, -0.459, 1.779]], "lowdin_charge": [-0.048, -0.051, -0.487, -0.232, -0.171, 0.053, 0.127, 0.059, 0.134, 0.107, 0.088, 0.076, 0.090, 0.080, 0.087, 0.089]}

Record-wise energy above the lowest of the compared OMol25 structures with the same formula, charge and spin values, in eV: 1.6705; 1.9671